(1)
Formula: C4H11NS
Source: the OMol25 dataset
Level of theory: ωB97M-V/def2-TZVPD

```
17
Properties=species:S:1:pos:R:3:nbo_charge:R:1
C -1.08242 -0.15917 -2.12244 -0.761
S -1.49891 -1.78133 -1.49456 0.155
C -2.71367 -1.30075 -0.13624 -0.731
H -1.52680 -0.10868 -3.07563 0.217
H 0.05928 -0.01714 -2.15321 0.228
H -1.55330 0.62825 -1.43582 0.229
H -3.37882 -0.69522 -0.79556 0.218
H -3.26709 -2.23219 0.18649 0.229
H -2.40050 -0.84255 0.81608 0.218
C 1.43943 0.18855 1.56169 -0.465
C 3.08390 1.78600 1.02501 -0.071
N 1.97097 1.60628 1.71384 -0.368
H 0.35486 0.03582 1.78449 0.206
H 1.92933 -0.65332 2.23551 0.200
H 1.63689 -0.25867 0.66951 0.183
H 3.50075 2.74207 0.87766 0.173
H 3.44610 1.06206 0.34318 0.140
```

**SMILES**: C=NC.CSC
**Molar mass**: 105.2 g mol⁻¹
**DFT total energy**: -611.84833 Eh
**Relative energy (zero: lowest compared OMol25 entry of this formula, charge and spin)**: 58.9 kcal/mol
**HOMO level**: -8.539 eV
**Spin multiplicity**: 1
**Kohn-Sham gap**: 9.427 eV
**Max |F|**: 4.50 eV Å⁻¹

(2)
Formula: C3H5N3S
Source: the OMol25 dataset
Level of theory: ωB97M-V/def2-TZVPD

```
12
Properties=species:S:1:pos:R:3:nbo_charge:R:1
C 1.59106 1.84282 1.16384 -0.142
C 1.08680 -0.34187 -0.62549 0.299
C -1.06474 -0.45750 0.51889 -0.126
H 2.45220 1.78739 0.26346 0.200
H 1.73175 2.54626 2.09688 0.222
H 1.46314 -1.51975 0.01646 0.165
H 1.53877 1.18574 -1.89858 0.363
H -1.43133 0.01286 1.48647 0.220
N 0.54604 1.02963 1.30694 -0.235
N 0.15823 0.20265 0.21262 -0.384
N 1.72347 0.17761 -1.64493 -0.609
S -2.02671 -1.25890 -0.46441 0.026
```

**Molar mass**: 115.2 g mol⁻¹
**DFT total energy**: -679.60150 Eh
**Relative energy (zero: lowest compared OMol25 entry of this formula, charge and spin)**: 115.3 kcal/mol
**HOMO level**: -9.022 eV
**Spin multiplicity**: 1
**Kohn-Sham gap**: 8.905 eV
**Max |F|**: 4.86 eV Å⁻¹

(3)
Formula: C32H32Cl2InN4O8Se
Source: the OMol25 dataset
Level of theory: ωB97M-V/def2-TZVPD

```
80
Properties=species:S:1:pos:R:3:mulliken_charge:R:1
In -1.15673 1.45376 -0.08680 1.742
O 3.03521 2.83173 5.92844 -0.637
N 3.69507 2.73982 4.91052 1.072
O 4.90938 2.73897 4.88554 -0.661
C 2.98341 2.48773 3.62853 -0.811
C 3.78829 2.27439 2.56707 -0.561
C 3.24176 2.00012 1.27646 1.346
C 4.03268 1.77290 0.13601 -0.858
C 3.41903 1.50400 -1.05874 -1.254
C 2.01604 1.46496 -1.10428 -0.542
N 1.27375 1.67864 -0.04278 1.248
C 1.85923 1.94378 1.13214 -1.002
C 0.99740 2.16519 2.27612 0.221
N -0.32350 2.09354 2.03905 0.296
C -1.17617 2.34762 3.00554 -0.465
C -0.73708 2.68306 4.29137 -1.165
C 0.60333 2.72952 4.56568 -0.490
C 1.53476 2.46008 3.53854 0.779
H 4.85975 2.30215 2.70410 0.591
H 5.11121 1.81281 0.21568 0.485
H 3.98755 1.32556 -1.95945 0.507
H 1.48009 1.25101 -2.02141 0.444
H -2.22688 2.25742 2.75992 0.638
H -1.46394 2.89412 5.06288 0.455
H 0.94449 2.97100 5.55706 0.616
Cl 1.46638 4.93589 -2.80579 -0.183
C 0.67387 5.12328 -1.23218 0.039
Cl 1.90312 5.27172 0.05316 -0.171
C -0.28120 3.97147 -0.88807 0.183
O -0.80789 4.02937 0.22506 -0.639
O -0.42139 3.04476 -1.71046 -0.584
H 0.12505 6.06111 -1.25256 0.389
C -2.09925 -3.61146 -4.53840 -1.768
C -1.82517 -2.21230 -4.04840 -0.358
C -2.03573 -1.11956 -4.87433 -0.866
C -1.80083 0.15887 -4.37277 -0.193
C -2.04730 1.38143 -5.21736 -1.544
C -1.35487 0.31410 -3.07602 -0.416
C -1.13948 -0.76194 -2.19378 1.535
C -1.38535 -2.03505 -2.74279 -0.248
N -0.69069 -0.50505 -0.90671 -0.210
C -0.36137 -1.65459 -0.05508 1.836
C -1.58976 -2.52245 0.29017 -1.032
C -1.18963 -3.70654 1.17442 0.275
C -0.64147 -3.18142 2.50245 -1.481
C 0.58817 -2.31860 2.21974 0.476
C 1.66621 -3.17301 1.55284 -1.529
C 1.12863 -3.69128 0.21838 0.214
C -0.11786 -4.54506 0.47142 -1.279
C 0.76306 -2.50762 -0.68154 -1.102
C 0.20659 -1.16510 1.28803 -1.826
H -2.30791 -3.61990 -5.60828 0.398
H -2.96159 -4.04218 -4.02575 0.321
H -1.24818 -4.27012 -4.35375 0.335
H -2.39354 -1.25615 -5.88806 0.249
H -2.29866 1.10680 -6.24197 0.411
H -1.16975 2.02996 -5.24062 0.304
H -2.87072 1.96884 -4.80863 0.274
H -1.17787 1.32331 -2.74492 0.731
H -1.25994 -2.93077 -2.15288 0.504
H -2.08853 -2.88592 -0.60898 0.179
H -2.31300 -1.88432 0.79919 0.374
H -2.07224 -4.32523 1.36107 0.272
H -0.37416 -4.00986 3.16785 0.567
H -1.40875 -2.58521 3.00394 0.545
H 0.97400 -1.90175 3.15727 0.336
H 1.94473 -4.00878 2.20402 0.574
H 2.56860 -2.57486 1.38366 0.489
H 1.89537 -4.29754 -0.27623 0.296
H 0.14628 -5.41365 1.08457 0.574
H -0.50794 -4.92425 -0.47819 0.510
H 0.48581 -2.87329 -1.66893 0.600
H 1.63459 -1.85665 -0.82422 0.349
H 1.10325 -0.57713 1.08810 -0.223
H -0.53774 -0.54286 1.78261 0.294
O -4.51012 -0.43418 -0.28207 -0.683
Se -3.94943 0.87909 0.46544 1.190
O -2.57267 0.51964 1.38515 -0.712
O -3.13926 1.90440 -0.63525 -0.821
O -5.01061 1.71776 1.34930 -0.750
```

**Molar mass**: 865.3 g mol⁻¹
**DFT total energy**: -5571.56862 Eh
**HOMO level**: -4.306 eV
**Net charge**: -1
**Spin multiplicity**: 1
**Kohn-Sham gap**: 4.711 eV
**Max |F|**: 0.78 eV Å⁻¹

(4)
Formula: C5H7N
Source: the OMol25 dataset
Level of theory: ωB97M-V/def2-TZVPD

```
13
Properties=species:S:1:pos:R:3:nbo_charge:R:1
C -1.93176 0.02036 0.04569 -0.609
C -0.46102 0.05269 -0.09466 -0.175
C 0.47497 1.13581 -0.04888 -0.309
C 1.76819 0.60241 0.01201 -0.045
C 0.25163 -1.05878 -0.11541 -0.083
H -2.54424 -1.24292 -0.36394 0.228
H -2.05002 0.24235 1.42801 0.237
H -2.45480 0.94104 -0.82967 0.236
H 0.17007 2.22460 0.04116 0.222
H 2.72029 1.17853 -0.01634 0.218
H 2.53980 -1.30337 -0.34875 0.413
H -0.12530 -2.03437 0.17896 0.206
N 1.64219 -0.75835 0.11181 -0.540
```

**Molar mass**: 81.1 g mol⁻¹
**DFT total energy**: -249.31657 Eh
**Relative energy (zero: lowest compared OMol25 entry of this formula, charge and spin)**: 98.3 kcal/mol
**HOMO level**: -8.337 eV
**Spin multiplicity**: 1
**Kohn-Sham gap**: 9.271 eV
**Max |F|**: 4.94 eV Å⁻¹

- Number 3 is which compound?
  C32H32Cl2InN4O8Se